Entry 1:
Density functional theory data (ωB97M-V with the def2-TZVPD basis set) for a cluster of 3 separate species, C2H11N3O2 in total.

```
18
Properties=species:S:1:pos:R:3:mulliken_charge:R:1
H -0.48104 1.39615 -2.98141 0.31
N -1.38877 0.50406 0.69438 -0.30
O 0.44215 -1.43210 0.13860 -0.64
C 1.19371 -2.05758 1.14692 -0.64
H 1.65558 1.45880 -0.00839 0.26
C -0.66753 0.83460 -2.06697 -0.57
H -0.84415 2.18621 1.41889 0.32
N 1.12976 0.89557 -0.68131 -0.32
N 0.05254 1.49069 -1.00013 -0.14
H -0.41540 -0.22333 -2.18140 0.27
H 1.33874 -1.40040 2.01582 0.25
H -0.80778 -0.39925 0.62457 0.25
H -2.37027 0.31303 0.90008 0.23
H 0.66020 -2.95105 1.48363 0.23
H 0.92323 -0.45149 -0.22920 0.42
H -1.72840 0.91660 -1.82157 0.24
H 2.18062 -2.36499 0.78025 0.28
O -0.87318 1.28448 1.76723 -0.44
```

The calculation puts the highest occupied orbital energy at -9.074 eV. The energy above the lowest of the compared OMol25 structures with the same formula, charge and spin is 118.16 kcal per mole. The SMILES is [H]/N=N/C.CO.NO.

Entry 2:
Density functional theory data (ωB97M-V with the def2-TZVPD basis set) for a cluster of 2 separate species, C2H11N3O2 in total.

```
18
Properties=species:S:1:pos:R:3:mulliken_charge:R:1
C 0.48592 0.35515 -0.43266 -0.01
H -0.68478 0.41358 -3.01091 0.24
H 2.11301 0.96568 -1.70375 0.32
H -0.83417 -2.15532 2.67750 0.25
H -0.48230 0.09208 2.98280 0.21
H -0.32922 0.81771 0.13231 0.36
O -1.52776 -1.44953 1.02680 -0.44
H 0.74804 2.09304 -1.70405 0.33
H -1.82682 0.54353 -1.81903 0.24
H 1.03254 -0.52950 2.64300 0.24
N 0.09313 -0.38774 2.29012 -0.42
H 1.82385 2.02777 -0.32064 0.37
N -1.20047 -0.10319 -2.30067 -0.43
N -0.41918 -1.65423 1.88703 -0.26
H 1.10495 -0.42210 -0.00266 0.22
H -1.16159 -1.40999 0.11159 0.42
C 1.34386 1.42338 -1.08480 -1.26
O -0.27901 -0.62033 -1.37197 -0.39
```

The calculation puts the highest occupied orbital energy at -9.072 eV. The energy above the lowest of the compared OMol25 structures with the same formula, charge and spin is 125.00 kcal per mole. The SMILES is CCON.NNO.

Quick rundown of E, same order as above: -397.3796; -397.3687 hartree